Formula: C44H37N7OS4V
Source: OMol25
Level of theory: ωB97M-V/def2-TZVPD

Geometry as XYZ:
```
94
Properties=species:S:1:pos:R:3:forces:R:3:lowdin_spin:R:1
V 1.9377 2.1117 0.3321 0.14 -0.19 0.49 1.9120
N 4.9167 1.2059 3.2874 0.00 0.00 0.02 -0.0025
C 4.2572 1.7525 2.2261 -0.04 0.08 -0.03 0.0006
S 2.6787 2.4591 2.5534 -0.07 -0.07 -0.13 -0.0223
N 4.8273 1.7142 1.0665 0.12 -0.05 0.03 0.0006
N 4.0333 2.2673 0.0763 -0.21 0.07 -0.06 -0.0133
C 4.6606 2.7767 -0.9155 0.01 -0.02 0.03 0.0247
C 4.0191 3.4928 -1.9995 -0.04 0.00 0.02 0.0007
C 4.8169 3.9704 -3.0462 0.04 -0.02 0.03 0.0041
C 4.2869 4.7177 -4.0748 -0.05 0.02 -0.01 -0.0021
C 2.9248 5.0166 -4.0594 0.06 -0.01 0.00 0.0047
C 2.1184 4.5610 -3.0367 -0.08 0.00 0.05 -0.0030
C 2.6431 3.7877 -1.9960 0.11 -0.05 -0.16 0.0099
O 1.8173 3.3493 -1.0492 -0.11 -0.10 -0.03 0.0102
H 4.6219 1.4944 4.2036 0.00 -0.01 0.00 -0.0006
H 5.9040 1.0471 3.1601 -0.01 0.00 -0.01 0.0001
H 5.7473 2.7070 -0.9170 -0.01 0.00 0.00 0.0006
H 5.8768 3.7441 -3.0299 0.00 0.00 0.00 0.0002
H 4.9194 5.0773 -4.8741 0.00 0.00 0.00 -0.0002
H 2.4950 5.6159 -4.8516 0.00 0.00 0.00 0.0003
H 1.0623 4.7998 -3.0053 0.00 0.00 -0.01 -0.0001
N -0.0713 1.9097 0.7464 0.08 0.15 -0.11 0.0123
S -1.4427 1.5070 0.5337 0.08 0.05 0.04 0.0175
N -1.8820 -0.0612 0.8568 0.04 0.02 0.00 0.0046
S -1.3979 -1.2706 0.0320 -0.03 -0.02 0.01 0.0017
N 0.0257 -1.4075 -0.5410 0.06 0.00 -0.03 0.0068
S 1.4616 -1.1519 0.2339 -0.02 0.09 -0.06 0.0153
N 2.1131 0.1400 0.1168 0.00 0.16 -0.01 0.0022
C 2.4318 -2.4303 -0.5172 -0.02 -0.04 -0.03 0.0004
C 3.8051 -2.2623 -0.3960 -0.01 0.02 -0.01 0.0005
C 4.6432 -3.2278 -0.9306 -0.02 -0.01 0.00 0.0000
C 4.1079 -4.3347 -1.5762 0.01 0.01 0.00 0.0000
C 2.7327 -4.4821 -1.6980 -0.01 -0.01 0.00 0.0000
C 1.8813 -3.5260 -1.1653 0.04 0.01 0.01 0.0000
C 1.1913 -1.7291 1.9028 0.01 0.00 -0.02 0.0019
C 0.9384 -0.7558 2.8576 -0.02 0.01 -0.02 0.0006
C 0.7274 -1.1512 4.1710 0.01 -0.02 0.01 0.0000
C 0.7793 -2.4956 4.5122 -0.01 0.03 -0.01 0.0003
C 1.0372 -3.4576 3.5432 -0.02 0.00 -0.03 0.0001
C 1.2447 -3.0795 2.2264 0.04 0.01 0.02 0.0005
C -2.3987 -1.5162 -1.4105 -0.03 -0.02 0.00 0.0005
C -1.8682 -1.3309 -2.6759 0.00 0.01 0.00 0.0000
C -2.7129 -1.4652 -3.7691 0.01 -0.01 0.01 0.0000
C -4.0486 -1.7893 -3.5847 -0.01 0.00 0.02 0.0000
C -4.5620 -1.9722 -2.3051 0.00 0.02 -0.02 0.0001
C -3.7373 -1.8274 -1.2039 0.02 0.02 -0.01 0.0001
C -1.8168 -2.6457 1.0684 0.02 -0.02 0.04 0.0005
C -1.6361 -3.9140 0.5292 -0.02 0.01 0.00 0.0001
C -1.8951 -5.0171 1.3223 -0.02 0.00 -0.01 0.0000
C -2.3276 -4.8430 2.6330 0.01 0.01 -0.01 0.0000
C -2.5049 -3.5699 3.1519 0.00 -0.01 0.02 0.0000
C -2.2508 -2.4536 2.3675 0.01 -0.01 -0.01 0.0000
C -2.6124 2.3052 1.6068 0.00 -0.06 0.04 0.0019
C -2.9077 1.7506 2.8436 -0.02 0.03 -0.02 0.0004
C -3.6938 2.4694 3.7296 -0.01 0.01 0.01 0.0001
C -4.1690 3.7259 3.3781 0.01 -0.01 -0.01 0.0002
C -3.8518 4.2752 2.1438 0.01 -0.01 -0.01 0.0001
C -3.0616 3.5680 1.2508 0.00 0.01 0.00 0.0003
C -2.0908 1.7923 -1.1021 -0.02 0.00 0.02 0.0039
C -3.4284 1.5547 -1.3971 0.02 -0.01 -0.05 0.0008
C -3.8680 1.7613 -2.6924 0.00 0.00 0.03 0.0002
C -2.9759 2.1983 -3.6680 0.00 0.00 -0.01 0.0001
C -1.6471 2.4370 -3.3541 0.00 -0.01 0.01 0.0000
C -1.1922 2.2405 -2.0550 -0.02 -0.02 -0.01 0.0005
H 4.1969 -1.3779 0.0916 0.01 0.00 0.00 0.0002
H 5.7149 -3.1106 -0.8484 0.01 0.00 0.00 0.0000
H 4.7665 -5.0835 -1.9958 0.00 0.00 0.00 0.0000
H 2.3219 -5.3391 -2.2146 0.00 0.00 0.00 0.0000
H 0.8099 -3.6179 -1.2649 0.00 0.00 -0.01 0.0000
H 0.9336 0.2909 2.5826 0.00 0.01 0.00 0.0002
H 0.5487 -0.4005 4.9297 -0.01 0.00 0.00 0.0000
H 0.6329 -2.7971 5.5413 0.00 0.00 0.00 0.0000
H 1.0885 -4.5039 3.8134 0.00 0.00 0.01 0.0000
H 1.4669 -3.8224 1.4723 -0.01 -0.01 0.00 0.0000
H -0.8229 -1.0841 -2.7947 0.01 0.00 -0.01 0.0000
H -2.3208 -1.3195 -4.7664 0.01 0.00 0.00 0.0000
H -4.6972 -1.9028 -4.4431 0.00 0.00 -0.01 0.0000
H -5.6039 -2.2262 -2.1666 -0.01 0.00 0.00 0.0000
H -4.1232 -1.9569 -0.2003 -0.02 -0.01 0.00 0.0000
H -1.3126 -4.0341 -0.4973 0.00 -0.01 0.00 0.0000
H -1.7676 -6.0119 0.9178 0.00 0.00 0.00 0.0000
H -2.5312 -5.7082 3.2496 0.00 -0.01 0.00 0.0000
H -2.8395 -3.4396 4.1721 0.00 0.00 0.00 0.0000
H -2.3790 -1.4528 2.7500 0.00 0.00 0.01 0.0000
H -2.5215 0.7770 3.1075 0.00 -0.01 0.01 0.0000
H -3.9341 2.0498 4.6971 0.00 0.00 0.00 0.0000
H -4.7838 4.2823 4.0725 0.00 0.00 0.00 0.0000
H -4.2133 5.2582 1.8752 -0.01 0.01 0.00 0.0000
H -2.7979 3.9972 0.2928 0.00 0.00 -0.01 0.0000
H -4.1086 1.2161 -0.6259 -0.02 0.00 0.01 0.0000
H -4.9055 1.5849 -2.9427 0.00 0.00 -0.01 0.0000
H -3.3273 2.3608 -4.6785 0.00 0.00 -0.01 0.0000
H -0.9594 2.7853 -4.1133 0.00 0.01 0.00 0.0000
H -0.1653 2.4502 -1.7788 -0.01 0.01 0.00 0.0003
```
Positions in Å, forces in eV/Å.

total charge: +1
spin multiplicity: 3
E_LUMO (alpha / beta): -2.39 / -2.39 eV
Kohn-Sham gap (alpha / beta): 0.2606 / 0.2696 hartree



Formula: C44H38N6O7TeTi
Source: OMol25
Level of theory: ωB97M-V/def2-TZVPD

Geometry as XYZ:
```
97
Properties=species:S:1:pos:R:3:forces:R:3:lowdin_spin:R:1
Ti 2.0103 -0.9638 0.3251 -0.30 0.19 0.42 0.0456
O 1.2783 -6.4516 0.4452 0.00 0.00 0.00 0.0001
C 0.4740 -5.9244 1.3763 0.02 -0.01 0.01 0.0001
C -0.3066 -6.8123 2.1191 -0.01 0.01 0.00 0.0000
C -1.1569 -6.3422 3.0938 0.00 0.00 0.00 0.0001
C -1.2581 -4.9745 3.3644 0.00 0.01 0.00 0.0000
C -0.4955 -4.0925 2.6394 0.01 -0.01 0.01 0.0001
C 0.3798 -4.5446 1.6396 -0.04 0.01 -0.05 0.0001
C 1.1538 -3.5753 0.8938 -0.03 -0.02 0.01 0.0001
O 0.9954 -2.2903 1.1656 0.08 -0.03 -0.13 0.0029
N 2.0098 -3.9321 -0.0282 0.01 0.01 0.01 0.0015
N 2.6304 -2.8106 -0.4948 0.13 -0.14 0.00 0.0006
C 3.6499 -2.8941 -1.2523 -0.02 -0.01 0.00 -0.0001
C 4.3072 -1.6296 -1.5570 0.01 0.01 0.00 0.0010
C 5.4115 -1.5289 -2.3783 0.01 0.01 0.00 -0.0001
C 5.9437 -0.2714 -2.6234 0.00 -0.01 0.00 0.0016
C 5.3542 0.8347 -2.0389 -0.01 0.01 0.01 -0.0003
C 4.2527 0.6490 -1.2168 0.00 0.00 0.00 0.0016
N 3.7467 -0.5541 -0.9720 -0.06 -0.04 0.00 0.0019
H 1.7682 -5.7352 -0.0029 -0.01 0.00 0.00 0.0000
H -0.2221 -7.8681 1.9016 0.00 0.00 0.00 0.0000
H -1.7544 -7.0468 3.6577 0.00 0.00 0.00 0.0000
H -1.9272 -4.6169 4.1343 0.00 0.00 0.00 0.0000
H -0.5513 -3.0295 2.8293 0.00 0.00 0.01 0.0000
H 4.0218 -3.8483 -1.6082 0.00 0.00 0.00 -0.0001
H 5.8323 -2.4175 -2.8272 0.00 0.00 0.00 0.0000
H 6.8037 -0.1592 -3.2694 0.00 0.00 0.00 0.0001
H 5.7327 1.8320 -2.2089 0.00 0.00 0.00 -0.0001
H 3.7595 1.4881 -0.7432 0.00 0.00 0.00 0.0000
O -1.7118 2.3204 2.5729 0.01 0.03 0.00 0.0002
C 0.2173 1.5701 1.1881 0.02 -0.01 -0.01 0.0142
O -0.0196 0.1602 1.0015 0.18 -0.04 0.00 0.0161
C 1.6673 1.7854 1.4504 -0.02 0.00 0.03 -0.0014
C 1.9287 3.1005 2.1217 -0.02 0.02 -0.02 -0.0005
C 3.0244 2.9125 3.1400 0.00 -0.02 0.02 -0.0002
C 3.8578 1.8662 3.0798 0.00 0.01 0.02 0.0000
C 3.6629 0.7915 2.1380 0.00 0.05 -0.04 -0.0001
N 2.4575 0.7833 1.4374 0.10 -0.04 -0.10 0.0016
C 4.2003 -0.4885 2.1420 0.03 -0.04 0.01 0.0015
O 5.3128 -0.8379 2.7852 -0.01 0.01 0.01 0.0010
O 3.6170 -1.4331 1.5136 0.03 0.04 -0.05 -0.0006
H -1.9896 3.0264 1.9744 0.00 0.00 0.00 0.0000
H 2.2199 3.8480 1.3739 0.01 0.00 0.01 -0.0002
H 3.1380 3.6643 3.9101 -0.01 0.00 0.01 0.0000
H 4.6527 1.7875 3.8130 0.00 -0.01 0.00 0.0000
H 5.7125 -0.0730 3.2175 0.00 0.00 0.00 0.0000
C -6.9514 1.4271 1.1571 0.00 0.00 0.00 0.0002
C -5.5743 1.0494 0.6913 0.00 0.01 0.00 -0.0006
C -5.1324 1.3732 -0.5819 -0.01 -0.01 0.01 0.0040
C -3.8510 1.0446 -1.0149 0.03 0.00 0.00 0.0084
C -3.5257 1.2773 -2.4673 -0.01 0.00 -0.01 0.0205
C -2.9952 0.4164 -0.1084 -0.04 0.01 0.03 0.1300
Te -0.9581 0.2060 -0.7823 0.03 -0.01 -0.11 0.3045
N 1.0417 -0.4239 -1.3082 -0.10 0.08 -0.05 0.1732
C 1.2090 -0.6404 -2.6575 0.09 0.01 -0.02 0.0096
O 2.1407 -1.2625 -3.1346 -0.03 -0.01 0.02 0.0106
C 0.1730 -0.0638 -3.5892 -0.04 -0.06 0.01 0.0277
C -0.7345 -0.9185 -4.2127 0.00 0.01 0.00 0.0154
C -1.6426 -0.4069 -5.1273 0.00 0.00 -0.01 -0.0013
C -1.6338 0.9472 -5.4384 0.00 -0.01 0.00 0.0102
C -0.7261 1.7972 -4.8212 0.01 0.00 0.00 -0.0016
C 0.1719 1.2963 -3.8885 0.01 0.01 0.00 0.0139
C -0.3705 2.1793 -0.0494 0.00 -0.05 0.01 0.0824
C -0.3281 2.1758 2.5056 0.00 0.01 0.00 0.0028
C 0.4985 3.4772 2.6478 0.01 -0.01 0.00 -0.0001
C -0.0721 4.6159 1.8498 0.00 -0.01 -0.01 -0.0027
C -0.5372 4.5833 0.5975 0.00 0.01 -0.01 0.0041
C -0.7039 3.4387 -0.3284 -0.02 0.03 0.01 0.0051
C -1.3566 3.8168 -1.6291 0.00 -0.01 -0.01 0.0009
C -3.4206 0.0013 1.1615 -0.01 0.01 -0.01 0.0253
C -2.5963 -0.7805 2.1486 0.00 -0.02 0.01 0.0034
C -4.7161 0.3448 1.5277 0.01 0.00 -0.01 0.0098
H -7.5834 1.7322 0.3249 0.00 0.00 0.00 0.0000
H -6.9004 2.2579 1.8633 0.00 0.00 0.00 0.0000
H -7.4332 0.5939 1.6682 0.00 0.00 0.00 0.0000
H -5.8071 1.8642 -1.2747 0.00 0.00 0.00 0.0002
H -3.8949 2.2445 -2.8078 0.00 0.00 0.00 0.0006
H -4.0059 0.5059 -3.0724 0.00 0.00 0.00 0.0001
H -2.4616 1.2286 -2.7095 -0.02 -0.01 0.01 0.0138
H -0.7197 -1.9770 -3.9832 0.00 0.00 0.00 0.0005
H -2.3486 -1.0697 -5.6099 0.00 0.00 0.00 -0.0002
H -2.3306 1.3390 -6.1675 0.00 0.00 0.00 0.0005
H -0.7117 2.8501 -5.0725 0.00 0.00 0.00 -0.0003
H 0.8891 1.9542 -3.4096 0.00 0.00 0.00 0.0003
H -0.0483 1.4889 3.3089 0.00 0.00 0.00 0.0014
H 0.5449 3.7635 3.6974 0.00 0.01 0.00 0.0000
H -0.0718 5.5829 2.3400 0.00 0.00 0.00 -0.0001
H -0.8773 5.5268 0.1830 0.00 0.00 0.00 0.0006
H -0.8220 4.6546 -2.0818 0.00 0.00 0.00 -0.0003
H -2.3833 4.1480 -1.4542 0.00 0.00 0.00 0.0000
H -1.3662 2.9963 -2.3407 0.01 0.01 0.01 -0.0001
H -1.9477 -1.5118 1.6729 0.00 0.00 -0.02 0.0007
H -3.2634 -1.3161 2.8226 0.00 0.00 0.00 -0.0001
H -1.9774 -0.1110 2.7443 -0.02 -0.02 -0.01 0.0000
H -5.0653 0.0426 2.5090 0.00 0.00 0.00 0.0019
N -1.3927 -3.0749 -0.8782 -0.03 0.00 -0.01 0.0172
C -1.2215 -1.9586 -0.6429 0.02 0.01 0.03 0.0191
```
Positions in Å, forces in eV/Å.

total charge: +1
spin multiplicity: 2
E_LUMO (alpha / beta): -3.64 / -5.20 eV
Kohn-Sham gap (alpha / beta): 0.2381 / 0.1808 hartree



Number 1: strongest force on any atom 0.5 eV Å⁻¹. Number 2: strongest force on any atom 0.5 eV Å⁻¹.